*a*
Density functional theory data (ωB97M-V/def2-TZVPD) for a single C4H7NS3 molecule.

## Properties
* Kohn-Sham gap: 0.309 hartree
* total charge: 0
* SMILES: S=C(S)C1(S)CNC1

```
15
Properties=species:S:1:pos:R:3:nbo_charge:R:1
S -2.411 1.462 0.609 0.0440
C -1.628 0.082 0.252 -0.2765
S -2.501 -1.365 -0.309 0.1140
C -0.122 -0.022 0.289 -0.2566
S 0.429 -0.889 1.809 -0.0046
C 0.631 -0.653 -0.930 -0.2460
N 1.578 0.504 -0.953 -0.6117
C 0.695 1.292 -0.066 -0.2250
H -1.363 -2.122 -0.490 0.1252
H -0.109 -0.002 2.706 0.1455
H 1.073 -1.638 -0.698 0.2021
H 0.084 -0.680 -1.853 0.2107
H 2.442 0.244 -0.432 0.3565
H 1.113 1.859 0.809 0.2144
H 0.089 1.929 -0.743 0.2079
```

---

*b*
Density functional theory data (ωB97M-V/def2-TZVPD) for a molecular structure, C4H7NS3.

## Properties
* Kohn-Sham gap: 0.292 hartree
* total charge: 0

```
15
Properties=species:S:1:pos:R:3:nbo_charge:R:1
C 1.479 1.023 -0.596 -0.0806
C 1.450 -0.208 -1.445 -0.5890
C -0.685 -0.579 0.261 -0.5737
C 0.271 1.773 -0.506 -0.5967
H 1.646 0.747 1.576 0.3764
H 2.629 2.124 0.854 0.3660
H 2.178 1.844 -1.081 0.2199
H 2.365 -0.904 -1.691 0.2706
H 0.965 -0.019 -2.438 0.2347
H 0.029 1.850 -1.530 0.2146
H 0.382 2.777 -0.038 0.2423
N 2.211 1.018 0.718 -0.8567
S 0.427 -1.413 -0.717 0.4470
S -1.832 -1.377 1.277 -0.1056
S -1.143 1.065 0.255 0.4310
```

---

Computed relative energies in units of kJ/mol: *a* 0.0; *b* 82.9

---

*a*
Density functional theory data (ωB97M-V/def2-TZVPD) for 2 unconnected molecules or ions with the total composition C5H14N2S.

## Properties
* Kohn-Sham gap: 0.327 hartree
* total charge: 0
* SMILES: C=C(C)N.NCCS

```
22
Properties=species:S:1:pos:R:3:nbo_charge:R:1
C 0.127 1.754 1.712 -0.4706
C -0.920 1.123 1.182 0.1864
C -1.952 0.385 1.976 -0.6517
N -1.198 1.268 -0.203 -0.8192
H 0.716 2.445 1.121 0.1934
H 0.395 1.639 2.752 0.2103
H -1.741 0.344 3.038 0.2352
H -2.911 0.912 1.868 0.2168
H -2.075 -0.639 1.599 0.2203
H -2.110 0.922 -0.460 0.4019
H -0.843 2.109 -0.623 0.4120
N 1.051 -1.697 0.139 -0.8297
C 1.797 -0.960 -0.915 -0.2237
C 1.243 -1.158 -2.333 -0.5388
S -0.198 -0.110 -2.602 -0.2544
H 1.400 -2.649 0.152 0.3474
H 0.093 -1.775 -0.199 0.3451
H 1.742 0.092 -0.666 0.1847
H 2.833 -1.286 -0.815 0.1897
H 0.973 -2.198 -2.506 0.2042
H 2.047 -0.909 -3.036 0.2136
H -0.471 0.388 -1.178 0.2268
```

---

*b*
Density functional theory data (ωB97M-V/def2-TZVPD) for a single C5H14N2S molecule.

## Properties
* Kohn-Sham gap: 0.363 hartree
* total charge: 0
* SMILES: C[C@H](CCS)NCN

```
22
Properties=species:S:1:pos:R:3:nbo_charge:R:1
C -0.981 -0.926 1.504 -0.6349
C -0.296 -0.375 0.281 -0.0609
C 0.978 -1.219 0.077 -0.4350
C 1.770 -0.651 -1.050 -0.4880
S 2.831 -2.138 -1.573 -0.1065
N 0.008 1.080 0.529 -0.6369
C -0.714 2.016 -0.410 -0.0261
N -2.145 1.960 0.010 -0.9270
H -1.458 -1.904 1.217 0.2175
H -1.900 -0.525 1.861 0.2079
H -0.325 -1.030 2.328 0.2132
H -0.843 -0.519 -0.613 0.1925
H 1.596 -1.522 1.017 0.2191
H 0.677 -2.273 -0.110 0.2085
H 2.361 0.264 -0.622 0.2492
H 1.103 -0.463 -1.922 0.2115
H 3.921 -1.401 -2.168 0.1392
H -0.311 1.286 1.445 0.3560
H -0.204 3.007 -0.471 0.1860
H -0.629 1.618 -1.436 0.1604
H -2.832 2.397 -0.564 0.3655
H -2.606 1.320 0.671 0.3888
```

---

Computed relative energies in units of kJ/mol: *a* 0.0; *b* 47.5

---

*a*
Density functional theory data (ωB97M-V/def2-TZVPD) for a single C16H18N2O3 molecule.

## Properties
* Kohn-Sham gap: 0.351 hartree
* total charge: 0
* SMILES: O=C(CNC(=O)c1ccco1)NCCCc1ccccc1

```
39
Properties=species:S:1:pos:R:3:nbo_charge:R:1
O 3.782 -0.570 -1.016 -0.6282
C 2.630 -0.815 -0.726 0.6637
C 2.053 -2.246 -0.772 -0.3141
N 0.990 -2.390 -1.742 -0.5877
C -0.281 -2.009 -1.498 0.6418
O -0.632 -1.471 -0.455 -0.6515
C -1.224 -2.293 -2.584 0.1386
C -2.571 -2.046 -2.661 -0.2207
C -2.986 -2.520 -3.924 -0.3187
C -1.867 -3.017 -4.523 0.1188
O -0.798 -2.887 -3.727 -0.3987
N 1.722 0.085 -0.332 -0.6356
C 2.009 1.491 -0.166 -0.2228
C 1.482 2.001 1.174 -0.3913
C -0.051 2.075 1.207 -0.4471
C -0.519 2.527 2.561 0.0895
C -0.830 1.598 3.545 -0.2482
C -1.223 2.011 4.806 -0.2017
C -1.307 3.361 5.100 -0.2282
C -0.997 4.295 4.126 -0.1919
C -0.605 3.879 2.866 -0.2546
H 2.858 -2.938 -1.018 0.2299
H 1.648 -2.483 0.217 0.2259
H 1.222 -2.744 -2.656 0.4152
H -3.170 -1.587 -1.902 0.2443
H -3.976 -2.494 -4.330 0.2353
H -1.711 -3.472 -5.481 0.2082
H 0.782 -0.236 -0.121 0.4282
H 1.555 2.062 -0.985 0.1838
H 3.095 1.603 -0.224 0.2329
H 1.831 1.342 1.971 0.2080
H 1.891 2.996 1.360 0.2088
H -0.476 1.096 0.983 0.2118
H -0.389 2.778 0.442 0.2070
H -0.770 0.543 3.318 0.2106
H -1.466 1.278 5.561 0.2113
H -1.614 3.685 6.084 0.2115
H -1.062 5.350 4.349 0.2095
H -0.366 4.613 2.108 0.2066
```

---

*b*
Density functional theory data (ωB97M-V/def2-TZVPD) for a single C16H18N2O3 molecule.

## Properties
* Kohn-Sham gap: 0.321 hartree
* total charge: 0
* SMILES: O=C(CN1C(=O)c2ccccc2C1=O)NC1CCCCC1

```
39
Properties=species:S:1:pos:R:3:nbo_charge:R:1
O 1.747 2.325 1.537 -0.6158
C 1.271 1.214 1.458 0.6671
C -0.127 0.879 2.022 -0.3177
N -1.081 0.581 0.975 -0.4602
C -2.097 1.469 0.613 0.6714
O -2.296 2.534 1.131 -0.5245
C -2.841 0.789 -0.475 -0.0594
C -3.928 1.200 -1.215 -0.1861
C -4.423 0.324 -2.177 -0.1872
C -3.843 -0.919 -2.382 -0.1931
C -2.746 -1.334 -1.633 -0.1537
C -2.257 -0.464 -0.681 -0.1518
C -1.123 -0.599 0.260 0.6999
O -0.363 -1.531 0.409 -0.5887
N 1.880 0.155 0.908 -0.6426
C 3.175 0.227 0.261 -0.0520
C 4.138 -0.767 0.909 -0.4080
C 3.653 -2.215 0.761 -0.4106
C 2.962 -2.456 -0.589 -0.4134
C 3.461 -1.463 -1.632 -0.4005
C 3.049 -0.039 -1.253 -0.4096
H -0.500 1.754 2.559 0.2617
H -0.053 0.020 2.696 0.2227
H -4.374 2.168 -1.050 0.2364
H -5.273 0.617 -2.774 0.2223
H -4.250 -1.577 -3.135 0.2219
H -2.291 -2.300 -1.786 0.2333
H 1.389 -0.729 0.856 0.4249
H 3.527 1.250 0.432 0.2394
H 4.257 -0.523 1.965 0.2179
H 5.112 -0.648 0.432 0.2038
H 2.966 -2.461 1.571 0.2040
H 4.516 -2.877 0.860 0.2089
H 1.880 -2.350 -0.489 0.2051
H 3.155 -3.477 -0.924 0.2113
H 3.050 -1.709 -2.613 0.2107
H 4.547 -1.533 -1.705 0.1933
H 3.664 0.676 -1.802 0.2132
H 2.011 0.132 -1.547 0.2060
```

---

Computed relative energies in units of kJ/mol: *a* 115.6; *b* 0.0

---

*a*
Density functional theory data (ωB97M-V/def2-TZVPD) for a molecular structure, C5H11NO.

## Properties
* ⟨S²⟩: 0.7700
* spin multiplicity: 2
* Kohn-Sham gap (spin up / spin down): 0.422 / 0.243 hartree
* total charge: +1

```
18
Properties=species:S:1:pos:R:3:nbo_charge:R:1
C 0.670 0.184 1.573 -0.2821
N 0.817 1.019 0.319 -0.3330
C -0.435 1.416 -0.205 -0.1976
C -1.707 -0.002 -0.246 -0.2974
C -0.877 -0.225 -1.566 0.3541
O -0.127 -1.156 -1.689 -0.4545
C 1.315 -1.181 1.281 -0.6622
H -0.305 -0.108 1.992 0.2265
H 0.934 0.800 2.453 0.2509
H 1.486 0.445 -0.224 0.4327
H -0.985 1.849 0.646 0.2761
H -0.370 1.992 -1.124 0.2649
H -2.655 0.542 -0.067 0.2585
H -1.758 -0.818 0.439 0.2463
H -1.083 0.409 -2.431 0.1798
H 0.708 -1.762 0.619 0.2404
H 1.410 -1.687 2.246 0.2594
H 2.386 -1.121 1.053 0.2373
```

---

*b*
Density functional theory data (ωB97M-V/def2-TZVPD) for a gas-phase ion, C5H11NO (charge +1).

## Properties
* ⟨S²⟩: 0.7563
* spin multiplicity: 2
* Kohn-Sham gap (spin up / spin down): 0.359 / 0.132 hartree
* total charge: +1

```
18
Properties=species:S:1:pos:R:3:nbo_charge:R:1
O 2.556 -2.384 1.325 -0.4560
C 2.662 -1.130 0.971 0.3740
C 1.728 -0.687 -0.104 -0.5088
C 0.418 0.003 0.377 -0.3867
C -0.381 0.406 -0.806 -0.4246
C -1.608 1.104 -0.355 -0.2293
N -2.579 0.098 0.333 -0.3792
H 3.532 -0.490 1.379 0.1875
H 1.538 -1.327 -1.062 0.2603
H 2.229 0.150 -0.794 0.2298
H -0.258 -0.661 0.929 0.2227
H 0.770 0.801 1.079 0.2318
H 0.275 0.960 -1.643 0.2700
H -0.694 -0.572 -1.247 0.2388
H -1.609 1.972 0.283 0.2441
H -2.144 1.285 -1.314 0.2967
H -3.137 0.728 1.000 0.4126
H -3.297 -0.254 -0.352 0.4165
```

---

Computed relative energies in units of kJ/mol: *a* 0.0; *b* 17.4